Record 1
Computed, not measured: a structure of composition C2H3N3O, with wB97M-V/def2-TZVPD.

Positions of all 9 atoms, in Å:
1 O 0.336 -1.808 -0.764
2 C 0.160 -0.560 -0.317
3 N 0.135 0.504 -1.122
4 N 0.053 1.575 -0.359
5 N -0.056 1.181 1.000
6 C -0.024 -0.159 1.002
7 H 0.445 -1.763 -1.725
8 H -0.946 1.771 0.382
9 H -0.107 -0.745 1.905

Cartesian forces (eV/Å) of the 6 atoms listed first:
0.02 0.03 -0.20
-0.06 0.27 0.14
0.02 -0.11 0.22
0.09 -0.08 -0.13
0.09 -0.25 0.02
0.02 0.02 -0.08

Properties
- F_max (eV/Å) = 0.3
- highest occupied orbital energy (eV) = -10.03


Record 2
Computed, not measured: an isolated molecule of C2H3N3O at a distorted geometry, with wB97M-V/def2-TZVPD.

Positions of all 9 atoms, in Å:
1 C -1.408 0.951 -0.001
2 C 0.520 -0.096 0.020
3 N -0.064 1.022 0.031
4 N -1.187 -1.287 -0.024
5 N 1.739 -0.583 0.082
6 O -1.931 -0.250 -0.019
7 H -2.051 1.805 0.031
8 H 2.534 0.015 -0.097
9 H 1.847 -1.578 -0.024

Cartesian forces (eV/Å) of the 6 atoms listed first:
0.66 -0.26 0.07
-4.86 -3.32 0.01
-0.04 0.89 -0.06
4.43 0.91 0.05
0.87 0.12 -0.08
-0.71 1.69 0.02

Properties
- F_max (eV/Å) = 5.9
- highest occupied orbital energy (alpha / beta) (eV) = -7.72 / -7.69


Record 3
Computed, not measured: a structure of composition C2H3N3O2 at a distorted geometry, with wB97M-V/def2-TZVPD.

Positions of all 10 atoms, in Å:
1 C 0.372 0.385 0.364
2 C -1.124 0.121 -1.127
3 H 1.208 0.547 2.248
4 H -1.619 -0.101 -2.147
5 H 0.912 -1.538 0.474
6 N -0.252 1.521 0.415
7 N -1.129 1.383 -0.560
8 N -0.015 -0.470 -0.582
9 O 1.405 -0.068 1.212
10 O 0.242 -1.779 -0.298

Cartesian forces (eV/Å) of the 6 atoms listed first:
2.92 0.43 2.40
0.00 3.26 -0.81
0.92 -2.91 -4.89
0.89 0.16 2.29
-1.28 -1.89 -1.45
1.10 -1.28 0.21

Properties
- F_max (eV/Å) = 5.8
- highest occupied orbital energy (eV) = -9.50


For reference, energy above the lowest of the compared OMol25 structures with the same formula, charge and spin by record: 313.83 500.42 505.59 kJ/mol.